Computed, not measured: C39H43As3IMnO2 as an isolated structure, with the ωB97M-V functional and the def2-TZVPD basis.

Output
spin multiplicity	4
energy	-267145.405	eV
net charge	+3
ΔE to the lowest compared entry with this formula, charge and spin	0.098	eV
⟨S²⟩	4.028
LUMO (alpha / beta)	-0.3776 / -0.3813	Ha

```
89
Properties=species:S:1:pos:R:3:lowdin_spin:R:1
Mn 0.153 1.369 0.354 2.344
C 1.754 -1.912 -1.993 0.088
C 2.452 -1.749 -0.654 -0.021
As 2.138 -0.103 0.356 -0.052
C 3.320 -0.234 1.857 -0.002
C 3.410 0.850 2.728 -0.002
C 4.265 0.798 3.817 0.000
C 5.026 -0.342 4.045 -0.002
C 4.941 -1.420 3.176 0.000
C 4.095 -1.369 2.077 -0.002
C 2.665 1.367 -0.757 -0.002
C 1.797 1.670 -1.818 0.004
C 2.056 2.762 -2.638 0.001
C 3.175 3.544 -2.394 0.001
C 4.028 3.254 -1.333 0.000
C 3.774 2.175 -0.501 0.001
As -0.199 -1.983 -1.939 0.450
C -0.820 -2.581 -3.603 0.081
C -2.022 -3.299 -3.671 0.051
C -2.467 -3.758 -4.895 0.000
C -1.735 -3.482 -6.047 0.079
C -0.557 -2.741 -5.986 0.002
C -0.102 -2.274 -4.769 0.047
C -0.782 -3.123 -0.528 0.073
C -1.435 -2.585 0.577 0.007
C -1.845 -3.436 1.594 0.000
C -1.593 -4.799 1.510 -0.001
C -0.938 -5.327 0.405 0.005
C -0.533 -4.492 -0.625 0.017
H 2.028 -2.885 -2.413 0.014
H 2.054 -1.156 -2.716 0.001
H 3.528 -1.719 -0.844 -0.002
H 2.262 -2.588 0.014 0.000
H 2.839 1.754 2.552 0.000
H 4.346 1.646 4.485 0.000
H 5.694 -0.385 4.895 0.000
H 5.540 -2.304 3.350 0.000
H 4.057 -2.225 1.416 0.000
H 0.924 1.046 -2.021 0.006
H 1.396 2.995 -3.462 0.000
H 3.386 4.389 -3.036 0.000
H 4.897 3.874 -1.157 0.000
H 4.443 1.952 0.319 0.000
H -2.584 -3.516 -2.770 0.001
H -3.379 -4.334 -4.961 -0.001
H -2.087 -3.846 -7.003 0.004
H -0.003 -2.534 -6.891 -0.001
H 0.811 -1.694 -4.726 0.002
H -1.655 -1.525 0.624 0.003
H -2.383 -3.043 2.447 0.000
H -1.922 -5.459 2.302 0.000
H -0.755 -6.391 0.338 0.001
H -0.046 -4.913 -1.497 0.001
C 0.563 -1.285 3.598 0.000
C -0.687 -0.428 3.703 -0.020
As -0.699 1.199 2.654 -0.129
C 0.334 2.608 3.499 -0.026
C 0.793 3.628 2.462 0.001
C -2.547 1.795 2.548 -0.015
C -3.198 1.923 3.922 -0.009
H 0.429 -2.186 4.196 0.000
H 1.449 -0.768 3.967 0.000
H 0.747 -1.600 2.569 0.000
H -0.845 -0.068 4.724 -0.006
H -1.593 -0.964 3.417 0.000
H 1.162 2.132 4.024 0.000
H -0.316 3.061 4.248 -0.005
H 1.343 3.163 1.626 0.001
H 1.484 4.342 2.908 0.000
H -0.039 4.185 2.033 0.000
H -3.065 1.067 1.921 0.000
H -2.532 2.746 2.013 0.000
H -3.255 0.968 4.443 0.000
H -4.219 2.284 3.799 -0.002
H -2.681 2.638 4.562 0.000
I -6.638 3.523 -4.391 0.002
C -5.021 3.008 -3.225 0.004
C -4.169 4.003 -2.736 -0.001
C -3.091 3.661 -1.951 0.003
C -2.848 2.313 -1.651 0.000
C -3.705 1.316 -2.141 0.002
C -4.782 1.662 -2.923 0.000
C -1.728 1.964 -0.833 0.010
O -0.904 2.812 -0.325 -0.005
O -1.401 0.738 -0.511 -0.002
H -4.360 5.040 -2.973 0.000
H -2.425 4.424 -1.568 0.000
H -3.516 0.279 -1.894 0.000
H -5.452 0.902 -3.302 0.000
```

Computed, not measured: C8H15O4PZn as an isolated structure at a distorted geometry, with the ωB97M-V functional and the def2-TZVPD basis.

Output
spin multiplicity	1
energy	-74413.897	eV
net charge	+2
LUMO	-0.4390	Ha

```
29
Properties=species:S:1:pos:R:3:mulliken_charge:R:1
C 2.804 -0.269 0.756 -1.317
C 2.334 0.021 -0.671 0.387
O 1.441 -1.023 -1.143 -0.540
C 1.718 1.418 -0.855 -1.093
C 0.211 1.478 -0.741 0.095
O -0.203 2.789 -0.288 -0.327
C -1.117 2.685 0.679 0.435
O -1.423 3.464 1.486 -0.378
O -1.668 1.387 0.577 -0.453
C -0.508 0.596 0.290 0.063
P -1.132 -0.950 -0.394 0.945
C -0.673 -2.405 0.538 -1.221
C -2.877 -0.817 -0.660 -0.977
H 2.677 -1.320 1.010 0.382
H 2.294 0.360 1.479 0.401
H 3.859 -0.042 0.860 0.346
H 3.210 -0.001 -1.313 0.396
H 1.397 -1.674 -0.440 0.226
H 1.935 1.747 -1.866 0.311
H 2.209 2.111 -0.180 0.433
H -0.236 1.359 -1.725 0.371
H 0.023 0.505 1.238 0.495
H -0.207 -3.135 -0.126 0.438
H 0.033 -2.156 1.327 0.454
H -1.551 -2.876 0.974 0.396
H -3.482 -1.567 -0.006 0.218
H -3.223 0.211 -0.536 0.424
H -3.141 -1.142 -1.671 0.482
Zn -4.705 -0.752 1.400 0.607
```

Computed, not measured: one molecule with the formula C4H5NS at a distorted geometry, with the ωB97M-V functional and the def2-TZVPD basis.

Output
spin multiplicity	1
energy	-16552.769	eV
net charge	0
SMILES string	C=C(C#N)SC
ΔE to the lowest compared entry with this formula, charge and spin	1.296	eV
LUMO	0.0116	Ha

```
11
Properties=species:S:1:pos:R:3:mulliken_charge:R:1
C 0.708 -0.851 -1.839 -0.689
C 0.454 -0.221 -0.657 0.517
C 1.147 -0.791 0.565 0.046
N 1.755 -1.044 1.511 -0.391
S -0.406 1.315 -0.485 -0.054
C -1.136 1.064 1.130 -0.911
H 0.389 -0.505 -2.898 0.243
H 1.176 -1.864 -1.761 0.265
H -0.389 0.816 1.920 0.318
H -1.861 0.228 1.099 0.321
H -1.836 1.852 1.416 0.334
```

Computed, not measured: one molecule with the formula C3H4N2O3 at a distorted geometry, with the ωB97M-V functional and the def2-TZVPD basis.

Output
spin multiplicity	1
energy	-12292.592	eV
net charge	0
SMILES string	O=[N+]([O-])C1=NOCC1
ΔE to the lowest compared entry with this formula, charge and spin	6.403	eV
LUMO	-0.0474	Ha

```
12
Properties=species:S:1:pos:R:3:mulliken_charge:R:1
O 1.867 -0.009 -1.769 -0.508
N 1.605 -0.877 -0.940 0.899
O 2.199 -1.962 -0.869 -0.524
C 0.554 -0.568 -0.034 0.127
N -0.176 -1.409 0.603 -0.267
O -1.415 -0.822 1.005 -0.192
C -1.301 0.518 0.818 -0.377
C -0.088 0.688 -0.049 -0.188
H -2.237 0.934 0.370 0.255
H -1.133 1.080 1.811 0.216
H -0.480 0.842 -1.102 0.203
H 0.607 1.587 0.157 0.356
```

Computed, not measured: a 14-piece molecular cluster, C28H84O14S14 overall at a distorted geometry, with the ωB97M-V functional and the def2-TZVPD basis.

Output
spin multiplicity	1
energy	-210742.253	eV
net charge	0
ΔE to the lowest compared entry with this formula, charge and spin	2.649	eV
LUMO	-0.0012	Ha

```
140
Properties=species:S:1:pos:R:3:mulliken_charge:R:1
C -1.247 5.070 -5.708 -1.062
S 0.231 4.051 -5.453 0.481
O 1.206 4.823 -4.545 -0.607
C -0.624 2.723 -4.477 -0.152
H -1.694 5.530 -4.827 0.317
H -2.033 4.558 -6.265 0.383
H -1.051 5.923 -6.359 0.362
H 0.217 2.184 -4.041 -0.250
H -1.381 2.128 -4.987 0.341
H -1.103 3.250 -3.651 0.176
C 0.206 -2.162 -4.483 -0.798
S -0.225 -3.305 -3.149 0.791
O -1.413 -2.686 -2.391 -0.593
C -0.833 -4.772 -4.141 -1.286
H -0.629 -1.919 -5.140 0.336
H 1.085 -2.412 -5.076 0.440
H 0.498 -1.233 -3.991 -0.029
H -0.076 -5.168 -4.818 0.411
H -1.787 -4.575 -4.631 0.351
H -1.066 -5.581 -3.448 0.377
C -1.861 -4.607 1.196 -0.213
S -1.593 -6.444 1.285 0.466
O -0.123 -6.552 1.663 -0.585
C -2.499 -6.668 2.884 -0.798
H -1.504 -4.074 2.078 0.088
H -2.919 -4.382 1.342 0.307
H -1.597 -4.070 0.286 -0.052
H -3.569 -6.462 2.895 0.349
H -1.989 -6.020 3.598 0.074
H -2.444 -7.680 3.287 0.379
C 1.258 -4.146 6.581 -1.171
S 0.549 -4.011 4.921 0.651
O 1.599 -4.611 3.956 -0.589
C 0.678 -2.200 4.702 -0.447
H 2.319 -3.899 6.533 0.340
H 1.281 -5.200 6.861 0.388
H 0.633 -3.674 7.338 0.370
H 0.247 -1.654 5.540 0.375
H 0.286 -1.963 3.713 -0.141
H 1.731 -1.935 4.604 0.117
C 1.195 1.912 4.698 -0.689
S -0.490 1.571 4.263 0.642
O -0.299 0.449 3.282 -0.399
C -0.979 0.921 5.936 -1.280
H 1.448 2.578 5.523 0.575
H 1.667 2.317 3.803 -0.121
H 1.684 0.952 4.860 0.219
H -1.283 1.813 6.485 0.435
H -0.143 0.514 6.504 0.292
H -1.769 0.218 5.675 0.409
C -0.215 -0.453 0.294 0.640
S 0.831 0.433 -0.884 0.284
O -0.088 1.127 -1.882 -0.081
C 1.430 1.724 0.269 0.144
H -0.654 -1.411 0.017 0.250
H -0.965 0.265 0.628 -0.631
H 0.213 -0.699 1.268 -0.365
H 0.651 2.480 0.360 0.092
H 2.326 2.126 -0.204 -0.017
H 1.631 1.259 1.234 -0.130
C 4.092 5.111 1.860 -0.503
S 5.444 4.444 0.813 0.302
O 4.752 3.471 -0.150 -0.470
C 5.490 5.961 -0.251 -0.798
H 4.439 5.731 2.686 0.459
H 3.480 4.331 2.316 -0.058
H 3.293 5.452 1.201 0.183
H 5.458 5.488 -1.232 0.207
H 6.410 6.542 -0.201 0.357
H 4.616 6.606 -0.172 0.297
C 4.757 0.107 0.654 -0.239
S 4.479 -0.305 2.422 0.096
O 3.405 0.700 2.793 -0.436
C 3.714 -1.970 2.280 -0.202
H 4.972 1.148 0.415 0.020
H 3.989 -0.284 -0.016 -0.228
H 5.545 -0.438 0.129 0.614
H 2.650 -1.774 2.139 -0.416
H 3.795 -2.564 3.189 0.460
H 4.079 -2.448 1.371 0.384
C -3.965 1.555 2.285 -0.662
S -4.032 1.488 0.441 0.299
O -3.579 0.039 0.201 -0.403
C -2.545 2.553 0.313 -0.058
H -4.087 2.559 2.691 0.426
H -3.004 1.171 2.627 -0.195
H -4.764 0.954 2.717 0.437
H -2.972 3.554 0.389 0.769
H -2.076 2.454 -0.666 -0.168
H -1.753 2.475 1.058 -0.542
C 2.064 -5.969 -1.191 -0.662
S 2.797 -4.278 -0.931 0.389
O 3.100 -3.491 -2.193 -0.566
C 1.509 -3.487 0.141 1.051
H 2.605 -6.600 -1.895 0.410
H 1.085 -5.890 -1.668 -0.039
H 1.770 -6.465 -0.265 0.323
H 1.872 -2.460 0.198 -0.818
H 1.469 -3.906 1.147 0.530
H 0.595 -3.561 -0.447 -0.658
C 3.721 3.300 -3.727 -1.220
S 3.048 1.595 -3.820 0.816
O 3.488 1.042 -5.152 -0.754
C 4.226 0.924 -2.585 -0.691
H 3.441 3.967 -4.542 0.533
H 4.808 3.245 -3.651 0.414
H 3.405 3.766 -2.793 0.212
H 5.248 0.977 -2.957 0.545
H 3.909 -0.056 -2.229 0.154
H 4.179 1.590 -1.722 -0.040
C -6.823 -3.783 -1.231 -0.998
S -5.403 -3.547 -0.053 0.455
O -4.935 -4.967 0.217 -0.629
C -4.250 -2.660 -1.236 -0.485
H -6.414 -4.113 -2.186 0.272
H -7.374 -2.846 -1.318 0.354
H -7.454 -4.604 -0.893 0.378
H -3.299 -2.260 -0.887 -0.101
H -4.807 -1.746 -1.449 0.249
H -4.126 -3.139 -2.207 0.471
C -3.190 0.552 -3.166 0.049
S -4.318 0.533 -4.631 0.381
O -3.453 0.878 -5.812 -0.640
C -4.507 -1.269 -4.665 -0.538
H -2.950 1.603 -3.005 0.173
H -2.275 -0.013 -3.349 0.060
H -3.690 0.199 -2.264 -0.141
H -4.886 -1.560 -3.685 0.004
H -3.679 -1.809 -5.122 0.212
H -5.429 -1.349 -5.241 0.446
C -0.061 4.847 2.173 -0.421
S -1.584 5.833 1.870 0.593
O -2.473 5.647 3.096 -0.652
C -0.812 7.495 2.116 -1.016
H -0.180 3.778 2.345 -0.378
H 0.448 5.262 3.044 0.507
H 0.592 5.035 1.320 0.357
H -1.610 8.193 1.868 0.361
H 0.012 7.496 1.402 0.344
H -0.449 7.689 3.125 0.303
```

Computed, not measured: a 2-piece molecular cluster, C19H19BF2NO overall at a distorted geometry, with the ωB97M-V functional and the def2-TZVPD basis.

Output
spin multiplicity	1
energy	-29652.043	eV
net charge	+1
ΔE to the lowest compared entry with this formula, charge and spin	0.080	eV
LUMO	-0.2163	Ha

```
43
Properties=species:S:1:pos:R:3:mulliken_charge:R:1
C 4.119 -3.521 -1.683 -0.757
O 3.043 -3.726 -2.639 -0.408
C 1.858 -3.087 -2.477 0.999
C 0.833 -3.306 -3.426 -0.720
C -0.384 -2.669 -3.298 -0.236
N -0.666 -1.806 -2.279 -0.206
B -2.051 -1.040 -2.098 0.209
H -1.945 -0.308 -1.080 -0.236
C 0.318 -1.599 -1.364 -0.176
C 1.563 -2.201 -1.417 -0.405
H 4.929 -4.149 -2.059 0.234
H 4.441 -2.471 -1.668 0.332
H 3.825 -3.856 -0.678 0.332
H 1.017 -3.981 -4.258 0.414
H -1.180 -2.835 -4.026 0.421
H -2.262 -0.326 -3.067 -0.127
H -2.950 -1.848 -1.911 -0.127
H 0.060 -0.906 -0.561 0.127
H 2.289 -1.971 -0.635 0.396
F 0.843 -1.605 5.372 -0.274
C 0.299 -0.862 4.361 0.493
C -0.937 -1.238 3.839 -0.751
C -1.479 -0.469 2.824 -0.351
C -0.802 0.673 2.282 0.798
C -1.445 1.358 1.206 -0.480
C -1.215 2.672 0.697 0.907
C -2.188 3.187 -0.222 -0.328
C -2.056 4.425 -0.827 -0.719
C -0.930 5.188 -0.523 0.467
F -0.780 6.410 -1.119 -0.266
C 0.048 4.759 0.371 -0.914
C -0.118 3.533 1.003 -0.117
C 0.466 0.987 2.851 -0.129
C 1.005 0.243 3.894 -0.911
H -1.462 -2.103 4.235 0.457
H -2.459 -0.724 2.416 0.403
H -2.311 0.850 0.789 0.306
H -3.065 2.572 -0.435 0.394
H -2.809 4.801 -1.513 0.444
H 0.914 5.380 0.588 0.452
H 0.612 3.240 1.747 0.245
H 1.048 1.812 2.456 0.342
H 1.960 0.520 4.333 0.467
```

> Which formula does entry 3 have?

C4H5NS